46
Properties=species:S:1:pos:R:3:nbo_charge:R:1 method="wB97M-V/def2-TZVPD" charge=+3 multiplicity=1 gap_ha="0.196 / 0.201" e_homo_ha="-0.65665 / -0.65665"
Sn -0.11906 -0.40367 -0.56259 1.551
Cl -0.86652 -2.11404 -2.81716 0.028
C -0.66404 -3.62702 -1.88593 -0.356
Cl -0.34529 -3.28218 -0.14927 0.010
H 0.18832 -4.16470 -2.28083 0.269
H -1.58656 -4.18942 -1.95006 0.271
O -2.27630 -0.18404 -0.66664 -0.761
C -2.78063 0.72775 0.02732 0.735
C -4.21911 1.14457 -0.02130 -0.531
C -4.29964 2.29452 0.97286 -0.413
C -2.80099 2.30052 1.47947 0.629
O -2.51771 3.12649 2.34866 -0.076
N -2.00283 1.40492 0.90956 -0.602
H -4.85486 0.30101 0.25254 0.301
H -4.48983 1.43822 -1.03630 0.299
H -4.94824 2.14168 1.83266 0.290
H -4.50529 3.27430 0.54638 0.289
C 6.11004 5.14258 6.88000 -0.683
C 5.07856 4.43739 6.08024 -0.278
S 5.33942 4.96459 4.09775 2.039
O 6.50992 4.21084 3.75309 -0.726
O 5.22963 6.38805 4.14590 -0.720
C 3.90637 4.30921 3.16917 -0.603
C 4.08661 2.84378 2.75144 -0.239
N 3.17981 2.50518 1.64383 -0.322
C 2.05685 1.73491 1.69753 0.427
N 1.58878 1.49269 0.47920 -0.571
C 2.43679 2.12726 -0.39964 -0.031
C 3.40863 2.73669 0.29782 0.155
N 4.48460 3.53750 -0.23072 0.528
O 4.65877 3.47748 -1.41693 -0.277
O 5.18641 4.13534 0.57138 -0.403
C 1.46871 1.23114 2.97027 -0.673
H 5.93493 4.76823 7.90430 0.316
H 5.98446 6.22181 6.89361 0.273
H 7.12926 4.86417 6.61861 0.275
H 4.04975 4.78259 6.19080 0.247
H 5.19081 3.35847 5.98143 0.245
H 3.94531 4.97253 2.30334 0.309
H 3.02625 4.52672 3.77362 0.265
H 3.89713 2.15950 3.57446 0.234
H 5.10011 2.68450 2.39975 0.281
H 2.31730 2.11830 -1.47098 0.254
H 2.16065 0.58307 3.50987 0.256
H 0.57133 0.65727 2.75100 0.242
H 1.17874 2.04810 3.63250 0.247



35
Properties=species:S:1:pos:R:3:mulliken_spin:R:1 method="wB97M-V/def2-TZVPD" charge=-1 multiplicity=5 gap_ha="0.094 / 0.229" e_homo_ha="0.02862 / -0.19990"
C -0.15082 2.83660 1.32541 0.129
C -0.09935 3.36416 -0.00064 0.229
C 1.07342 2.81507 -0.67310 0.204
H -0.77513 4.09146 -0.43858 -0.040
C 1.79554 2.03486 0.29665 0.053
C 1.01582 1.98512 1.52660 0.237
H 1.27465 1.43300 2.43665 0.006
H -0.94540 2.99889 2.05834 -0.126
H 1.39308 3.05760 -1.68126 0.006
H 2.80957 1.66259 0.17738 -0.046
Rh -0.09454 1.37440 -0.01701 1.833
Cl -1.31496 -0.53546 1.25585 -0.743
C -2.18907 -0.60571 -3.00498 0.532
C -0.81772 -0.76625 -3.36782 0.148
C -0.33717 0.49150 -3.83394 0.429
H -0.26330 -1.69483 -3.33611 -0.138
C -1.40279 1.42779 -3.76078 0.318
C -2.54968 0.75483 -3.25177 0.175
H -3.53431 1.18116 -3.10852 -0.085
H -2.85148 -1.38787 -2.64679 -0.161
H 0.65040 0.68368 -4.21577 -0.049
H -1.36643 2.45579 -4.07362 -0.044
C 0.38613 -1.85378 3.89283 0.813
Si 0.18960 -1.95143 1.99819 -0.228
C 1.78993 -1.28816 1.27869 0.087
C -0.28114 -3.61904 1.32379 0.903
H 0.72903 -0.85651 4.20658 -0.022
H 1.13135 -2.57297 4.26881 -0.020
H -0.56940 -2.06439 4.37368 -0.202
H 2.53950 -2.08087 1.19852 -0.115
H 1.60840 -0.91785 0.26888 0.205
H 2.22749 -0.49598 1.89272 -0.025
H 0.51241 -4.29618 1.67031 -0.030
H -1.23677 -3.95713 1.72972 -0.236
H -0.34684 -3.70409 0.23107 0.000